Entry 1:
A cluster of 2 separate species, C23H46N3O4 in total, computed with ωB97M-V with the def2-TZVPD basis set.

HOMO energy	-0.39026	Ha
orbital gap	0.305	Eh

Structure (ORCA input):
```
! RIJCOSX wB97M-V def2-TZVPD def2/J DEFGRID3
* xyz 1 1
O -0.687 0.351 3.409
O -6.099 0.860 1.243
O -2.131 4.219 1.358
O -0.089 -1.098 0.974
N -4.300 -1.620 0.869
N -2.848 0.950 3.089
N 4.377 1.014 -2.149
C -5.121 1.329 2.140
C -1.451 3.483 1.958
C 0.007 -3.797 2.475
C -4.073 -0.913 2.106
C 3.229 -1.123 -1.475
C 6.662 0.859 -3.375
C 3.455 1.113 -3.346
C -3.764 0.629 1.987
C 7.655 -0.011 -2.597
C -0.998 -2.169 0.812
C -0.340 -3.510 1.014
C 2.128 0.405 -3.123
C 4.553 -0.423 -1.723
C 3.816 1.817 -1.013
C -7.671 -1.021 1.108
C 5.707 1.666 -2.498
C -0.700 2.376 1.228
C -1.566 0.696 2.709
C -0.507 0.086 0.353
C -1.435 1.011 1.195
C -2.917 1.078 0.806
C -7.216 0.218 1.850
C 2.330 -1.041 -2.698
H 7.194 -0.891 -2.152
H 5.062 -0.936 -2.537
H -7.043 -0.073 2.887
H 0.407 0.645 0.149
H 0.531 -3.584 0.364
H -4.923 -1.036 2.770
H 0.693 -4.639 2.495
H 3.736 2.853 -1.336
H -0.879 -4.107 3.018
H 6.191 1.926 -1.557
H -3.099 0.607 4.008
H -5.419 1.284 3.189
H 2.779 -1.606 -3.522
H 5.185 -0.425 -0.837
H 0.270 2.255 1.713
H 2.721 -0.707 -0.601
H -1.522 -2.145 -0.150
H -0.960 -0.082 -0.630
H 4.495 1.734 -0.169
H -1.769 -2.071 1.580
H 8.134 0.560 -1.800
H -7.928 -0.826 0.071
H -6.955 -1.833 1.181
H -8.050 0.923 1.871
H 7.253 1.583 -3.938
H 8.438 -0.366 -3.266
H -3.513 -1.554 0.241
H -0.484 2.702 0.212
H -8.573 -1.374 1.603
H 1.532 0.935 -2.375
H -4.966 2.390 1.917
H 0.474 -2.946 2.962
H 3.982 0.671 -4.191
H -1.305 3.565 3.050
H -5.111 -1.271 0.375
H 1.549 0.443 -4.047
H 2.839 1.439 -0.736
H 3.301 2.173 -3.544
H -1.028 -4.286 0.690
H -3.235 -1.369 2.632
H 1.369 -1.509 -2.484
H -3.221 0.683 -0.159
H 5.440 2.595 -3.002
H -3.158 2.143 0.726
H 6.130 0.262 -4.119
H 3.426 -2.170 -1.241
*
```

Entry 2:
A structure of composition C10H20AuClIO3P, computed with ωB97M-V with the def2-TZVPD basis set.

relative energy (zero: lowest compared OMol25 entry of this formula, charge and spin)	2.043	eV
HOMO energy (spin up / spin down)	-0.54819 / -0.55513	Ha
<S²>	2.010
orbital gap (spin up / spin down)	0.227 / 0.218	Eh

Structure (ORCA input):
```
! RIJCOSX wB97M-V def2-TZVPD def2/J DEFGRID3
* xyz 2 3
Au 1.453 -0.774 0.036
I -3.633 -0.643 -1.253
Cl 2.144 -0.275 2.160
P 2.973 -2.535 0.346
O -1.887 1.737 -0.188
O -0.481 2.457 -2.124
O -0.099 -0.549 -2.615
C 2.197 -3.620 1.544
C -4.001 1.690 0.899
C -2.495 1.564 1.105
C -2.893 1.945 -1.216
C 0.296 3.066 0.124
C -4.219 2.157 -0.546
C -0.635 2.915 -1.017
C 4.610 -1.851 0.757
C 2.954 -3.332 -1.277
C 0.472 -0.574 -1.623
H -2.634 2.732 -1.924
H 4.573 -1.413 1.779
H 5.357 -2.658 0.699
H 2.241 -3.140 2.526
H 4.881 -1.045 0.037
H -4.463 2.390 1.602
H 1.141 -3.741 1.253
H 0.934 3.943 -0.021
H 1.997 -3.869 -1.384
H -2.122 2.329 1.802
H 2.714 -4.589 1.535
H 3.038 -2.573 -2.072
H 3.798 -4.034 -1.314
H -0.208 3.227 1.074
H 0.877 2.129 0.223
H -4.436 0.694 1.032
H -4.525 3.212 -0.619
H -2.771 0.931 -1.740
H -2.217 0.567 1.492
H -4.928 1.533 -1.097
*
```

Entry 3:
A cluster of 10 separate species, C3H26O9S in total, computed with ωB97M-V with the def2-TZVPD basis set.

HOMO energy	-0.29631	Ha
SMILES	CCSC.O.O.O.O.O.O.O.O.O
orbital gap	0.290	Eh

Structure (ORCA input):
```
! RIJCOSX wB97M-V def2-TZVPD def2/J DEFGRID3
* xyz 0 1
S 3.277 0.825 1.827
O -2.702 -2.272 0.425
O -0.390 2.610 -1.891
O -2.363 1.815 -0.452
O 0.297 -1.006 3.335
O -2.919 -0.552 -1.420
O 0.359 -2.873 1.457
O -0.672 0.410 -3.492
O -0.347 -1.843 -0.946
O -2.179 -0.530 2.426
C 2.026 2.078 1.658
C 3.332 0.582 -0.903
C 3.115 -0.179 0.382
H -1.119 -2.423 -0.854
H 0.354 -1.336 4.227
H -1.235 -0.358 2.642
H 3.049 1.628 -1.023
H 3.655 -1.178 0.428
H -0.211 0.598 -4.311
H -2.376 0.329 2.030
H 0.162 -3.785 1.232
H -1.681 2.243 -1.029
H -0.196 1.833 -2.456
H -0.700 -1.074 -1.403
H 2.004 2.514 0.627
H -2.485 -1.926 1.319
H -2.704 0.348 -1.088
H 0.406 -2.432 0.575
H 1.032 1.625 1.796
H 2.930 0.065 -1.802
H -3.850 -0.541 -1.658
H -1.595 0.153 -3.528
H 2.110 2.923 2.320
H 2.141 -0.731 0.367
H 0.269 -1.674 2.624
H 4.385 0.470 -1.269
H -1.978 1.854 0.428
H -2.545 -1.434 -0.037
H -0.659 3.245 -2.564
*
```

Entry 4:
A structure of composition C22H28N4O7P2Sr, computed with ωB97M-V with the def2-TZVPD basis set.

HOMO energy	-0.05591	Ha
orbital gap	0.230	Eh

Structure (ORCA input):
```
! RIJCOSX wB97M-V def2-TZVPD def2/J DEFGRID3
* xyz -2 1
Sr -1.277 -1.002 0.683
P -2.297 -4.521 0.031
P -4.205 -2.222 -0.601
O -2.068 -4.758 -1.576
O -1.427 -3.174 1.681
O -3.673 -1.123 0.275
O -1.133 -3.375 0.217
O -3.697 -3.653 -0.047
O -5.634 -2.298 -0.947
O -3.241 -2.193 -1.951
N -0.003 0.308 2.681
N -0.531 -0.050 -1.662
N -1.519 1.632 0.180
N 1.446 -1.220 0.930
C -1.159 3.506 -1.282
C 2.048 -2.210 0.060
C 1.451 -0.709 -2.940
C 3.385 1.078 4.018
C -1.619 3.823 -3.737
C 3.000 -1.674 2.738
C -1.021 1.070 -2.093
C 0.010 -1.055 -2.552
C -1.789 2.528 1.281
C 1.947 -0.926 2.080
C 2.395 -0.375 -1.781
C -1.361 1.331 -3.460
C -1.652 2.495 -4.140
C 3.975 -1.271 3.608
C 2.964 -1.547 -0.977
C -0.744 1.366 3.334
C 1.286 0.223 2.812
C -1.318 4.231 -2.437
C -1.302 2.098 -1.002
C -2.017 1.773 2.591
C 4.241 -0.006 4.149
C 2.117 1.185 3.477
H -0.163 2.287 3.470
H 3.849 -1.191 -0.440
H -1.213 5.307 -2.299
H 4.669 -2.060 3.894
H -0.016 -2.012 -2.022
H 3.315 -2.323 -1.670
H -1.372 0.442 -4.080
H 2.640 -2.965 0.589
H -1.017 1.029 4.345
H 1.407 0.161 -3.604
H -3.125 -1.317 -2.337
H 5.150 0.125 4.724
H -2.675 3.138 1.048
H -1.802 4.589 -4.481
H -2.277 -3.956 -2.086
H -1.903 2.334 -5.187
H -0.956 4.101 -0.400
H -2.680 0.919 2.411
H 1.667 2.161 3.599
H 1.239 -2.757 -0.428
H -0.580 -1.213 -3.467
H 1.900 0.323 -1.103
H 3.744 2.006 4.462
H -2.574 2.433 3.268
H -0.959 3.235 1.437
H 1.870 -1.533 -3.533
H 3.036 -2.718 2.452
H 3.248 0.166 -2.205
*
```

Entry 5:
A structure of composition C9H7Cl2MnN3O4S3, computed with ωB97M-V with the def2-TZVPD basis set.

relative energy (zero: lowest compared OMol25 entry of this formula, charge and spin)	1.179	eV
HOMO energy (spin up / spin down)	-0.07958 / -0.08625	Ha
<S²>	8.866
orbital gap (spin up / spin down)	0.236 / 0.243	Eh

Structure (ORCA input):
```
! RIJCOSX wB97M-V def2-TZVPD def2/J DEFGRID3
* xyz -2 6
Mn 0.648 -4.222 -0.238
Cl 2.682 -2.733 -0.781
Cl 1.191 -4.207 2.371
S 1.371 -0.048 -0.541
S 2.213 2.777 -0.841
S -0.903 -2.027 -0.033
O 2.588 -7.647 -1.439
O 1.981 -5.816 -0.487
O 1.175 -6.341 -2.424
O -0.741 -5.112 -0.148
N -0.302 1.796 -0.228
N -1.043 0.635 -0.057
N 1.904 -6.621 -1.476
C -1.272 5.383 0.113
C -3.227 4.018 0.178
C -0.319 -0.436 -0.185
C 2.511 -3.199 1.758
C -2.650 5.280 0.217
C -1.058 2.992 -0.083
C 1.015 1.644 -0.512
C -0.473 4.257 -0.033
C -2.449 2.883 0.031
H 2.385 -2.217 2.199
H 0.598 4.350 -0.103
H -0.795 6.355 0.148
H 3.431 -3.716 1.998
H -4.301 3.907 0.263
H -3.264 6.165 0.331
H -2.894 1.901 0.004
*
```

Entry 6:
A cluster of 2 separate species, C10H16 in total, computed with ωB97M-V with the def2-TZVPD basis set.

relative energy (zero: lowest compared OMol25 entry of this formula, charge and spin)	0.814	eV
HOMO energy	-0.33608	Ha
SMILES	Cc1ccccc1.CCC
orbital gap	0.374	Eh

Structure (ORCA input):
```
! RIJCOSX wB97M-V def2-TZVPD def2/J DEFGRID3
* xyz 0 1
C -2.338 1.147 2.126
C -0.280 -0.093 -1.890
C -1.329 0.088 1.567
C 1.579 -0.613 -0.443
C 1.880 0.753 -0.332
C 0.243 -2.503 -1.308
C 0.488 -1.019 -1.218
C 0.022 1.256 -1.727
C -0.415 -0.382 2.766
C 1.080 1.699 -0.950
H -0.693 0.689 0.927
H -0.382 -1.468 2.748
H 1.390 2.735 -0.992
H -0.769 0.055 3.693
H -3.247 1.240 1.526
H 0.253 -2.926 -0.302
H -1.916 -0.712 1.133
H -2.669 0.853 3.123
H -0.754 -2.750 -1.685
H -1.029 -0.311 -2.636
H 0.558 0.086 2.611
H -1.911 2.148 2.193
H 2.717 0.951 0.329
H -0.386 1.988 -2.420
H 2.099 -1.394 0.093
H 0.913 -3.007 -2.006
*
```